A structure of composition C30H49AgBN4O5 at a distorted geometry, computed with ωB97M-V with the def2-TZVPD basis set.

```
! wB97M-V def2-TZVPD RIJCOSX def2/J DEFGRID3
* xyz 2 2
C -2.75067 -0.77403 2.96996
C -1.89512 -0.49412 4.37969
C -1.41524 -1.87935 5.10995
N 0.02057 -2.28026 4.86677
C 0.53953 -1.85114 3.51273
C 1.57758 -0.74310 3.53173
B 2.09827 -0.12831 4.98410
O 1.30955 1.01476 5.53976
O 3.23281 -0.64211 5.77674
C 4.26316 -1.27543 4.94082
C 5.18402 -0.18974 4.07682
C 2.23845 -0.09162 2.15753
O 2.94702 1.04250 2.11668
C 1.97097 -0.85699 0.72018
C 2.80093 -0.36630 -0.60640
C 2.49296 -1.16569 -2.03654
C 3.33243 -0.62044 -3.34872
C 2.51786 0.52555 -4.19863
C 2.31841 1.95356 -3.40596
C 0.80609 2.59085 -3.68502
C -0.03865 2.87544 -2.28797
C 0.67895 4.01347 -1.35034
C -0.09395 4.00384 0.10972
C -1.08950 5.30139 0.24040
C -2.53992 5.01556 -0.46960
O -3.64453 4.87364 0.52202
C -4.62201 3.88905 0.02303
C 1.41707 -2.40825 -2.04513
C 1.06321 -3.23910 -3.41369
C -0.06912 -2.54588 -4.37626
C -1.43365 -2.05995 -3.59974
C -2.71444 -3.06049 -3.88858
N -3.99954 -2.64412 -3.20621
C -3.95112 -2.81978 -1.70436
N -3.67325 -3.98347 -1.02768
N -4.29714 -1.58593 -0.84682
C 0.60328 -2.89173 -0.66625
C 0.86947 -2.08176 0.73360
C 0.03234 -2.51906 2.09273
O -1.00161 -3.39763 2.00494
H -3.20976 -1.85206 2.94816
H -2.07001 -0.51570 2.05018
H -3.67595 -0.02337 2.91244
H -1.05980 0.31314 4.23385
H -2.69729 0.00363 5.11102
H -1.50912 -1.68426 6.28430
H -2.19634 -2.75505 4.89356
H 0.00508 -3.34415 4.86741
H 1.70709 1.14560 6.47032
H 5.03220 -1.78687 5.69732
H 3.86768 -2.15862 4.26287
H 5.03772 -0.35814 2.90445
H 4.86254 0.92430 4.33853
H 6.35016 -0.33528 4.26816
H 3.53977 0.53859 -0.49885
H 4.33753 -0.13985 -2.92078
H 3.67730 -1.49841 -4.07242
H 3.12295 0.73380 -5.19101
H 1.45328 0.13702 -4.49578
H 2.54053 1.87338 -2.24823
H 3.08377 2.71617 -3.89027
H 0.85810 3.62351 -4.27374
H 0.13062 1.88567 -4.33976
H -0.20156 1.88567 -1.66471
H -1.11998 3.25755 -2.61190
H 0.57154 5.04843 -1.90115
H 1.81361 3.78658 -1.14854
H 0.71146 4.04568 0.95982
H -0.72033 3.01891 0.24053
H -0.64378 6.29001 -0.21723
H -1.27617 5.47847 1.39580
H -2.82867 5.85683 -1.25479
H -2.46998 3.96232 -1.02603
H -4.31286 2.77248 0.30616
H -5.69236 4.12366 0.47530
H -4.71395 3.99669 -1.16169
H 2.06809 -3.27618 -4.05439
H 0.82622 -4.34639 -3.11995
H 0.32967 -1.65580 -5.03435
H -0.41322 -3.39460 -5.14125
H -1.71447 -0.98776 -4.03334
H -1.32263 -1.93260 -2.44155
H -2.91423 -3.01730 -5.05203
H -2.46943 -4.19041 -3.60876
H -4.30747 -1.68013 -3.47938
H -3.49339 -4.72266 -1.74714
H -3.66320 -0.83231 -1.19482
H -4.12005 -1.81953 0.15656
H -0.16778 -3.78482 -0.67611
Ag 3.97138 -3.82964 3.47722
*
```

Properties
Energy: -52740.8838 eV
⟨S²⟩: 0.861
HOMO level (spin up / spin down): -0.4693 / -0.4693 Ha
HOMO-LUMO gap (spin up / spin down): 4.060 / 3.069 eV

These are the Löwdin partial charges, in e, on atoms 1 to 8:
1. C -0.136
2. C -0.205
3. C -0.208
4. N -0.031
5. C -0.093
6. C 0.077
7. B -0.394
8. O 0.078

=====

A structure of composition C30H49BCsF6N7O5S2 at a distorted geometry, computed with ωB97M-V with the def2-TZVPD basis set.

```
! wB97M-V def2-TZVPD RIJCOSX def2/J DEFGRID3
* xyz -2 1
Cs -0.95459 -1.29229 -0.23401
C -4.21090 -1.18643 -2.29373
C -4.18015 0.06945 -1.41548
C -3.14080 1.06021 -1.94674
C -3.97783 -0.25058 0.05087
C -4.40655 -1.37494 0.78189
C -3.85005 -1.22172 2.03944
C -3.82377 -2.28799 3.10829
C -2.54802 -3.12041 2.94756
C -3.98912 -1.82352 4.55428
N -3.15061 -0.05488 2.02983
N -3.24264 0.53469 0.81768
B -2.52525 0.78725 3.19340
N -1.19857 0.21074 3.73243
N -0.21163 -0.23801 2.91952
C 0.85831 -0.40990 3.67509
C 0.56583 -0.08967 5.01827
C -0.74721 0.32556 5.00258
C -1.54402 0.92575 6.12339
C -1.13893 0.33672 7.47308
C -1.38354 2.44848 6.12319
C 2.19724 -0.80229 3.09832
C 3.29410 0.07074 3.71381
C 2.22061 -0.68330 1.57640
N -2.29399 2.21461 2.67345
N -1.12615 2.50215 2.06083
C -1.26492 3.68979 1.50975
C -2.57223 4.17753 1.72206
C -3.19634 3.19881 2.46780
C -4.61200 3.22482 2.96969
C -5.49372 2.10698 2.40961
C -4.68841 3.26783 4.49562
C -0.14436 4.31758 0.72743
C 1.11291 3.45636 0.76327
C -0.58470 4.55902 -0.71783
H -4.48816 -0.90926 -3.31343
H -4.94929 -1.90770 -1.93660
H -3.24041 -1.68522 -2.37317
H -5.16546 0.55066 -1.50324
H -2.16484 0.59112 -2.10180
H -3.02690 1.91640 -1.28349
H -3.45099 1.41589 -2.93320
H -4.98727 -2.21278 0.43119
H -4.67756 -2.93553 2.87978
H -1.66995 -2.49414 3.11465
H -2.47826 -3.53657 1.94173
H -2.52019 -3.94455 3.66504
H -3.10156 -1.30040 4.90136
H -4.13616 -2.69512 5.19777
H -4.84722 -1.15947 4.67159
H -3.31479 0.83565 4.10313
H 1.22229 -0.12725 5.87096
H -2.59833 0.70023 5.95379
H -0.09322 0.55767 7.69519
H -1.26359 -0.74694 7.48518
H -1.74648 0.76492 8.27365
H -0.34021 2.71040 6.31381
H -2.00508 2.90757 6.89665
H -1.66285 2.86658 5.15514
H 2.40839 -1.84369 3.37292
H 3.12225 1.11927 3.46027
H 4.27313 -0.22021 3.32753
H 3.31780 -0.01097 4.80115
H 1.77236 0.26526 1.27161
H 1.68468 -1.49238 1.08859
H 3.24354 -0.72002 1.19698
H -3.01173 5.10524 1.39062
H -5.01550 4.17313 2.59361
H -5.21158 1.13755 2.81730
H -5.40123 2.04372 1.32633
H -6.53994 2.29450 2.66745
H -4.30279 2.33853 4.92698
H -5.72430 3.39104 4.82082
H -4.09918 4.09628 4.89129
H 0.08793 5.29343 1.17708
H 0.91567 2.48473 0.30931
H 1.43674 3.27076 1.78705
H 1.92273 3.94038 0.21191
H -0.82503 3.60718 -1.19406
H 0.20970 5.04174 -1.29295
H -1.47515 5.18741 -0.76366
F 2.23163 -5.34604 -0.26276
C 1.85563 -5.15931 -1.55163
F 1.24561 -6.28588 -1.94711
F 2.97559 -5.01361 -2.27145
S 0.75136 -3.68038 -1.65069
O 1.58867 -2.60124 -1.15075
O -0.33166 -4.01864 -0.73562
N 0.52976 -3.78039 -3.18820
S -0.42018 -2.63940 -3.89573
O -1.66580 -3.00024 -4.54831
O -0.81688 -1.91309 -2.62204
C 0.38904 -1.06991 -4.61896
F 1.74025 -1.16501 -4.50952
F 0.12491 -0.92076 -5.94315
F 0.49859 -3.26864 -5.36245
C 0.56238 1.25839 -4.36130
O -0.04344 0.03903 -3.96305
H 0.46616 1.42030 -5.43775
H 1.61755 1.27871 -4.07971
H 0.02835 2.04116 -3.82552
*
```

Properties
Energy: -91777.4678 eV
HOMO level: -0.1242 Ha
HOMO-LUMO gap: 7.046 eV
Energy above the lowest of the compared OMol25 structures with the same formula, charge and spin: 0.0 kcal/mol

These are the Löwdin partial charges, in e, on atoms 1 to 8:
1. Cs 1.367
2. C -0.060
3. C -0.367
4. C -0.083
5. C -0.372
6. C 0.002
7. C -0.238
8. C -0.343